DFT (wB97M-V/def2-TZVPD) results for a 8-piece molecular cluster, C48H120O32P8 overall.

Last column: Löwdin charge in e.
Positions of all 208 atoms, in Å:
P -9.4311 6.8380 -4.3988  0.5382
P 2.2089 -0.6025 1.7987  0.5105
P -7.5139 2.0539 0.2740  0.5257
P -2.5170 2.8426 -3.9937  0.5781
P -10.5257 4.8687 4.7080  0.4187
P -3.7295 6.1695 5.5858  0.4758
P -5.3140 -3.1590 -0.3029  0.5157
P -6.4212 -0.0143 6.6909  0.5488
O 1.5162 -1.7016 2.5405  -0.2478
O -7.5786 0.1676 7.8272  -0.1858
O -10.2413 7.8581 -5.4028  -0.2072
O -2.5871 5.1109 5.3822  -0.1667
O -7.9377 6.8782 -5.0656  -0.2213
O -7.0311 3.4554 0.9486  -0.1790
O 2.8333 0.5558 2.6930  -0.2092
O -10.0023 5.3765 -4.8898  -0.2179
O -10.2434 3.6761 5.7230  -0.1727
O -1.2935 3.0898 -5.1376  -0.2216
O -9.3509 5.2448 3.9048  -0.2117
O -7.2840 -0.4441 5.3400  -0.1915
O -5.8671 1.5057 6.3837  -0.2241
O 1.2085 0.2243 0.7648  -0.2065
O -7.6642 2.4988 -1.3364  -0.2312
O -5.3541 -3.0931 1.1650  -0.2310
O -5.9136 -1.8873 -1.1499  -0.1953
O -5.3635 -1.0261 6.9789  -0.2453
O -9.5257 7.1430 -2.9291  -0.2519
O 3.4413 -1.0907 0.8198  -0.1949
O -5.1244 5.6453 5.7194  -0.2410
O -6.0431 -4.5019 -0.9297  -0.2113
O -11.6923 4.1714 3.8915  -0.1668
O -3.2481 7.0337 6.8624  -0.1910
O -3.8040 -3.2606 -0.9378  -0.2037
O -3.6985 2.0545 -4.4150  -0.2307
O -11.3188 6.0088 5.4953  -0.1636
O -1.7098 2.0989 -2.7494  -0.1769
O -6.1722 1.1602 0.3474  -0.1879
O -2.6879 4.3609 -3.4762  -0.1921
O -3.5983 7.2396 4.3482  -0.1847
O -8.7363 1.4940 0.8916  -0.2309
C -8.9269 3.4160 6.1690  -0.2677
C -0.4345 2.5730 -2.4320  -0.3102
C -5.0687 1.4116 -0.4731  -0.2997
C -7.0056 7.9533 -4.8626  -0.2478
C -8.8586 4.6522 -1.2843  -0.0652
C -2.6472 -3.8192 -0.2772  -0.2298
C -2.8919 5.5111 8.7735  -0.0717
C -6.2114 7.9938 -6.1542  -0.0653
C -3.8392 5.1873 -3.6739  -0.2632
C 4.1772 1.0003 -0.3588  -0.0714
C -0.2016 0.4255 0.9266  -0.2894
C -6.6244 -5.5106 -0.0349  -0.2385
C -12.9953 7.3318 4.4275  -0.0759
C -10.2038 7.4921 -6.7841  -0.2745
C -10.9768 1.8482 3.2757  -0.0555
C -8.9372 3.1666 -1.7412  -0.1965
C -5.4065 7.4721 2.7894  -0.0694
C -6.9987 3.6410 2.3614  -0.2977
C -9.8807 8.8206 -7.5406  -0.0521
C 1.9387 0.3350 4.8490  -0.0923
C -7.0798 0.2147 4.1022  -0.2543
C -5.6390 3.4628 2.8205  -0.0966
C -0.5260 1.7466 1.5481  -0.0634
C -3.6007 6.7209 8.2001  -0.2516
C -11.5687 7.2963 4.9599  -0.2673
C 3.1955 0.4447 4.0794  -0.2400
C 3.7442 -0.4720 -0.4534  -0.2473
C -4.6194 2.3066 8.1199  -0.0832
C -4.7179 8.0721 3.9920  -0.2744
C -7.3177 -1.6252 -1.1221  -0.2624
C -2.1360 -2.8682 0.8510  -0.0685
C -4.5297 1.9369 6.6823  -0.2327
C -8.1391 -5.4417 -0.2829  -0.0841
C -1.2761 5.5337 5.3321  -0.3010
C -5.8745 -0.4755 3.3972  -0.0568
C -11.3750 5.0156 -4.4750  -0.2397
C -0.6975 5.1385 3.9554  -0.0484
C -11.7543 3.6244 -5.0335  -0.0532
C -8.6200 -0.7485 7.9846  -0.2952
C -4.7947 5.1059 -2.4887  -0.0517
C 0.6288 1.6760 -3.0172  -0.0569
C -3.8924 0.7561 0.1694  -0.0455
C -8.1307 -2.2041 8.2813  -0.0804
C -8.6177 4.5229 7.1333  -0.0653
C -11.4599 3.2677 2.8684  -0.2761
C -0.3845 2.1097 -7.0103  -0.0544
C -7.6975 -0.7946 -2.3355  -0.0398
C -1.4491 3.1170 -6.4665  -0.3236
H -5.0208 4.0367 2.1301  0.0912
H 5.2214 1.0549 -0.0509  0.0744
H -5.5349 3.7828 3.8572  0.0733
H 1.6381 1.9564 -2.7161  0.0745
H -9.6145 6.6018 -7.0038  0.1088
H -4.1667 5.3181 -1.6234  0.0876
H -5.7816 -1.5392 3.6161  0.0803
H -4.7025 7.5937 1.9663  0.0753
H 3.7576 1.2898 4.4768  0.1221
H -4.6462 6.4189 8.1387  0.1016
H -8.9048 2.4733 6.7158  0.1131
H -11.5848 3.7008 -6.1075  0.0773
H -11.3425 8.1067 5.6529  0.1214
H -5.8919 7.0545 -6.6055  0.0809
H -4.2587 9.0097 3.6789  0.1174
H -9.9870 1.9377 3.7233  0.0531
H 1.1305 -0.0019 4.1998  0.0572
H -11.4055 5.0220 -3.3854  0.0987
H -0.8005 4.0769 3.7308  0.0667
H -5.2529 2.4450 2.7646  0.0667
H -4.3495 5.1088 -4.6339  0.1183
H -2.8768 -4.7866 0.1696  0.1123
H -0.6684 0.3352 -0.0543  0.1074
H -1.1863 6.6187 5.3862  0.1121
H -0.2826 2.1600 -8.0944  0.0653
H 4.5573 -1.0942 -0.8273  0.1167
H -9.4416 4.5482 7.8464  0.0883
H -5.6957 5.7051 -2.6196  0.0645
H -5.3572 8.6692 -6.1084  0.0770
H -0.0656 1.6545 2.5318  0.0722
H -13.3245 8.2934 4.0336  0.0725
H -5.2059 1.6855 8.7969  0.0864
H -3.6141 2.2362 8.5354  0.0780
H 1.5668 1.2669 5.2748  0.0761
H -5.5298 8.2589 4.6948  0.1205
H -2.4565 2.8109 -6.7484  0.1124
H -8.5019 -6.2708 0.3246  0.0726
H -3.3968 6.1831 -3.6464  0.1150
H -7.1370 4.7114 2.5144  0.1079
H -0.7202 1.1131 -6.7235  0.0774
H 1.9307 -0.4220 5.6331  0.0878
H -1.9339 5.7539 9.2331  0.0789
H -1.7841 -3.9776 -0.9239  0.1095
H -10.7989 9.4039 -7.4714  0.0758
H -7.7995 -2.6009 -1.0584  0.0909
H -3.5330 7.6219 8.8098  0.1246
H -7.4680 -2.1757 9.1463  0.0774
H -13.1446 6.6145 3.6205  0.0773
H -6.7472 8.5185 -6.9453  0.0622
H -9.7574 8.5636 -8.5927  0.0725
H -6.2769 -6.4313 -0.5036  0.1119
H -11.2114 7.2127 -7.0920  0.1116
H -5.2117 0.9859 -1.4663  0.1202
H 0.5954 1.6028 -4.1042  0.0631
H -13.6851 7.2802 5.2699  0.0763
H -4.8957 -0.0200 3.5473  0.0666
H -9.0583 3.0944 -2.8220  0.1036
H -7.6936 4.4105 7.7003  0.0715
H -7.9378 0.0298 3.4558  0.1134
H 2.8873 -0.6009 -1.1145  0.1028
H -11.1053 2.8623 -4.6022  0.0661
H -4.8400 2.4587 -0.6717  0.1101
H -7.5407 -1.1725 -0.1560  0.1112
H -0.5994 -0.3707 1.5559  0.1046
H -1.6149 1.7500 1.5001  0.0686
H -4.8842 3.3487 8.2991  0.0606
H 4.1402 1.4446 -1.3535  0.0681
H -1.1559 5.7600 3.1861  0.0759
H -7.2867 -1.0941 -3.2996  0.0880
H -7.9743 5.1158 -1.7215  0.0657
H 0.6584 2.1350 -6.6945  0.0670
H -4.0564 0.7570 1.2470  0.0771
H -12.7506 3.3035 -4.7293  0.0801
H -8.4902 5.5002 6.6677  0.0750
H -2.2860 -1.8043 0.6670  0.0503
H -8.9936 -2.7992 8.5800  0.0687
H -9.2698 -0.5574 8.8386  0.1127
H -2.6261 4.7162 8.0767  0.0603
H 3.5515 1.6258 0.2778  0.0650
H 0.5066 0.6653 -2.6276  0.0762
H -10.8002 3.7440 2.1431  0.1060
H -3.5943 4.9166 9.3578  0.0694
H -1.3941 4.1666 -6.7551  0.1177
H -2.9967 1.2243 -0.2389  0.0694
H -7.6997 -2.7478 7.4407  0.0707
H 3.7852 -0.4720 4.0923  0.1212
H -8.9449 4.7582 -0.2029  0.0720
H -8.7775 -0.8289 -2.4788  0.0808
H -2.6706 -3.0999 1.7722  0.0682
H -0.6812 5.1826 6.1752  0.1226
H -5.9985 -0.4044 2.3166  0.0439
H -3.8550 1.0813 6.6538  0.1141
H -7.4399 0.2316 -2.0735  0.0441
H -6.5984 7.8646 -3.8554  0.1121
H -10.9648 7.4595 4.0674  0.1083
H -12.0980 5.7996 -4.6999  0.1137
H -10.8268 1.1490 2.4530  0.0605
H -4.3380 2.7449 5.9762  0.1111
H -8.4704 -5.6622 -1.2977  0.0759
H -11.7015 1.2952 3.8732  0.0772
H -7.5752 3.0562 3.0781  0.0996
H -6.2123 8.0992 2.4079  0.0852
H -8.2708 3.2031 5.3250  0.1009
H -12.3377 3.1507 2.2329  0.1134
H -0.2866 3.5923 -2.7889  0.1110
H -0.0524 2.5619 1.0013  0.0778
H -0.3397 2.6371 -1.3480  0.1040
H -8.9886 9.3453 -7.1986  0.0622
H -5.6610 6.4413 3.0361  0.0612
H -6.9139 1.2904 4.1605  0.0784
H -9.3477 -0.8473 7.1791  0.1115
H -3.9684 -0.2866 -0.1390  0.0652
H -9.7145 5.2245 -1.6424  0.0426
H -1.0922 -3.1419 1.0048  0.0724
H 0.3450 5.4507 3.8947  0.0757
H -8.5945 -4.4892 -0.0117  0.0680
H -9.7924 2.6844 -1.2677  0.1039
H -7.5336 8.9010 -4.7574  0.1137
H -5.2148 4.1019 -2.4289  0.0651
H -6.4089 -5.5377 1.0333  0.1148

Lowest unoccupied orbital energy (eV): 0.48
SMILES: CCOP(=O)(OCC)OCC.CCOP(=O)(OCC)OCC.CCOP(=O)(OCC)OCC.CCOP(=O)(OCC)OCC.CCOP(=O)(OCC)OCC.CCOP(=O)(OCC)OCC.CCOP(=O)(OCC)OCC.CCOP(=O)(OCC)OCC
Electronic energy (Ha): -7040.07370
ΔE to the lowest compared entry with this formula, charge and spin (eV): 4.566
Gap between HOMO and LUMO (eV): 10.259
Charge: 0